No. 1
DFT (wB97M-V/def2-TZVPD) results for a molecular structure, C20H30BeO2P3S at a distorted geometry.

Geometry as ORCA input:
```
! RIJCOSX wB97M-V def2-TZVPD def2/J DEFGRID3
* xyz 1 1
C -2.32 -3.00 2.99
C -2.99 -2.73 1.63
P -2.90 -1.06 0.93
C -2.47 0.05 2.28
C -1.00 -0.06 2.79
P -1.20 -0.86 -0.64
C 0.35 -0.68 -1.72
C 1.45 -1.69 -1.46
C 2.83 -1.00 -1.50
C 3.04 -0.14 -0.29
C 3.30 1.22 -0.43
C 3.52 2.03 0.69
C 3.47 1.48 1.96
C 3.18 0.13 2.12
C 2.97 -0.66 1.00
O -2.19 0.13 -1.69
C -2.36 1.40 -1.27
O -3.29 1.72 -0.60
C -1.29 2.35 -1.65
C -0.54 2.95 -0.65
C 0.48 3.82 -0.97
C 0.76 4.11 -2.30
C 0.00 3.53 -3.30
C -1.02 2.64 -2.99
P -1.98 -2.65 -1.86
S -2.25 -2.32 -3.75
H -2.48 -2.21 3.72
H -1.25 -3.11 2.84
H -2.66 -3.95 3.37
H -4.06 -2.91 1.75
H -2.65 -3.49 0.93
H -2.64 1.06 1.90
H -3.15 -0.12 3.11
H -0.94 -0.03 3.86
H -0.42 0.73 2.34
H -0.53 -0.99 2.46
H -0.47 -1.71 0.30
H -0.89 0.31 0.13
H 0.06 -0.70 -2.77
H 0.72 0.31 -1.51
H 1.45 -2.51 -2.17
H 1.37 -2.12 -0.46
H 3.56 -1.81 -1.49
H 2.98 -0.44 -2.41
H 3.35 1.62 -1.43
H 3.72 3.07 0.53
H 3.66 2.09 2.83
H 3.13 -0.30 3.11
H 2.70 -1.72 1.16
H -0.74 2.77 0.39
H 1.06 4.30 -0.20
H 1.56 4.79 -2.55
H 0.20 3.76 -4.33
H -1.62 2.18 -3.76
H -3.19 -3.07 -1.28
H -1.04 -3.67 -1.60
Be 1.64 -2.83 1.91
*
```

As for the HOMO-LUMO gap: 3.7 eV. For the total energy, the calculation gives -64411.84789 eV.

Atom charges from the Löwdin analysis, given in e for atoms 1 to 4:
1. C -0.130
2. C -0.422
3. P 1.100
4. C -0.402

No. 2
DFT (wB97M-V/def2-TZVPD) results for a molecular structure, C48H34Cl2N11O4PbSe2 at a distorted geometry.

Geometry as ORCA input:
```
! RIJCOSX wB97M-V def2-TZVPD def2/J DEFGRID3
* xyz 1 1
Pb -0.63 0.94 0.81
C 3.05 3.28 2.75
C 1.97 2.85 1.99
N 1.50 1.62 2.10
C 2.07 0.78 2.97
C 3.16 1.23 3.72
N 3.64 2.46 3.61
C 1.46 -0.55 3.15
C 2.01 -1.52 3.98
C 1.32 -2.71 4.18
C 0.11 -2.90 3.53
C -0.36 -1.90 2.68
N 0.30 -0.76 2.52
C -1.64 -2.05 1.94
C -2.30 -3.28 1.83
N -3.44 -3.40 1.18
C -3.96 -2.32 0.64
C -3.32 -1.09 0.72
N -2.17 -0.97 1.36
C 1.87 -3.75 5.07
C 2.42 -3.43 6.31
C 2.93 -4.45 7.09
N 2.94 -5.72 6.71
C 2.42 -6.02 5.54
C 1.87 -5.08 4.68
H 3.44 4.28 2.69
H 1.45 3.52 1.32
H 3.65 0.62 4.46
H 2.96 -1.37 4.47
H -0.45 -3.80 3.71
H -1.90 -4.19 2.24
H -4.91 -2.44 0.13
H -3.73 -0.20 0.28
H 2.43 -2.41 6.67
H 3.36 -4.26 8.06
H 2.45 -7.07 5.27
H 1.48 -5.39 3.72
C -5.94 0.51 -6.28
O -6.08 0.76 -4.90
C -5.92 2.01 -4.44
C -5.95 2.15 -3.04
C -5.73 3.37 -2.45
C -5.51 4.51 -3.24
C -5.57 4.38 -4.64
C -5.74 3.15 -5.23
N -5.29 5.76 -2.72
N -4.73 6.03 -1.66
C -3.91 5.26 -0.89
C -3.96 5.43 0.50
C -3.29 4.58 1.35
C -2.52 3.50 0.88
O -2.00 2.66 1.69
C -2.33 3.41 -0.55
N -1.50 2.46 -1.03
C -1.30 2.35 -2.32
C -1.81 3.26 -3.24
C -2.63 4.26 -2.79
C -2.99 4.31 -1.43
H -6.03 -0.57 -6.40
H -4.96 0.84 -6.64
H -6.73 1.00 -6.86
H -6.13 1.27 -2.44
H -5.76 3.46 -1.38
H -5.42 5.26 -5.24
H -5.74 3.08 -6.30
H -4.59 6.21 0.89
H -3.38 4.70 2.42
H -0.69 1.53 -2.66
H -1.56 3.17 -4.29
H -2.99 5.02 -3.47
Se 2.04 1.28 -1.89
N 2.70 -0.22 -1.14
C 3.67 0.13 -0.27
C 4.33 -0.71 0.64
C 5.32 -0.17 1.43
C 5.72 1.17 1.30
C 5.07 2.02 0.45
C 3.99 1.53 -0.31
N 3.21 2.28 -1.08
H 4.06 -1.75 0.71
H 5.83 -0.80 2.15
H 6.55 1.53 1.89
H 5.36 3.05 0.35
Cl 1.47 -0.81 -3.84
C 0.71 -1.85 -2.67
Cl 0.55 -4.06 -0.66
C -0.52 -1.09 -2.07
O -1.43 -0.75 -2.77
O -0.31 -0.88 -0.83
H 0.49 -2.82 -3.13
Se 1.70 -2.18 -0.98
C 3.27 -3.10 -1.65
C 3.72 -3.04 -2.96
C 4.88 -3.71 -3.30
C 5.59 -4.41 -2.34
C 5.14 -4.47 -1.03
C 3.97 -3.82 -0.68
H 3.18 -2.50 -3.72
H 5.24 -3.67 -4.31
H 6.49 -4.94 -2.62
H 5.69 -5.03 -0.29
H 3.56 -3.88 0.33
*
```

The energy above the lowest of the compared OMol25 structures with the same formula, charge and spin comes out at 62.3 kcal/mol. As for the HOMO-LUMO gap: 3.9 eV. For the total energy, the calculation gives -235885.63696 eV.

Atom charges from the Löwdin analysis, given in e for atoms 1 to 4:
1. Pb 1.538
2. C -0.090
3. C -0.099
4. N 0.012

No. 3
DFT (wB97M-V/def2-TZVPD) results for a molecular structure, C27H28F6N3Pd.

Geometry as ORCA input:
```
! RIJCOSX wB97M-V def2-TZVPD def2/J DEFGRID3
* xyz 3 5
Pd 0.04 -1.86 0.18
C 2.66 -1.55 -2.50
C 3.32 -1.65 -1.17
C 4.54 -2.26 -1.01
C 5.16 -2.30 0.26
C 4.55 -1.75 1.40
C 3.33 -1.14 1.32
C 2.66 -0.57 2.53
C 2.75 -1.03 0.00
N 1.55 -0.37 -0.14
C 1.25 0.97 -0.03
C 2.49 1.85 -0.01
C -1.01 0.98 -0.01
C -2.28 1.83 0.02
N -1.35 -0.42 -0.08
C -2.62 -0.96 -0.05
C -3.27 -1.10 1.24
C -2.60 -0.66 2.51
C -4.54 -1.61 1.23
C -5.14 -2.02 0.03
C -4.48 -1.91 -1.21
C -3.21 -1.40 -1.28
C -2.48 -1.28 -2.59
H 2.81 -2.47 -3.08
H 3.10 -0.73 -3.08
H 1.59 -1.36 -2.42
H 5.04 -2.72 -1.85
H 6.12 -2.79 0.36
H 5.06 -1.83 2.36
H 2.74 -1.27 3.36
H 1.61 -0.34 2.36
H 3.16 0.35 2.84
H 3.32 1.33 0.46
H 2.34 2.79 0.51
H 2.77 2.09 -1.04
H -2.59 2.05 -1.00
H -2.14 2.77 0.53
H -3.09 1.31 0.53
H -1.54 -0.42 2.37
H -2.68 -1.45 3.26
H -3.10 0.22 2.91
H -5.09 -1.72 2.16
H -6.14 -2.43 0.06
H -4.99 -2.25 -2.11
H -2.44 -2.24 -3.09
H -1.47 -0.91 -2.47
H -3.02 -0.59 -3.25
F -1.04 5.84 -0.47
C 0.05 5.24 -0.95
F 1.13 5.86 -0.46
F 0.06 5.33 -2.27
C 0.06 3.79 -0.48
C 0.07 2.80 -1.39
C 0.07 1.35 -1.09
N 0.07 1.16 1.04
C 0.11 2.46 1.63
C 0.08 3.63 0.97
H 0.11 3.07 -2.44
H 0.08 0.74 -1.99
H 0.22 2.44 2.71
H 0.12 4.53 1.56
F -1.56 -4.12 -0.49
C -0.96 -3.54 0.51
F 0.30 -4.07 0.68
F -1.65 -3.66 1.61
*
```

The expectation value of S² is 6.059. The energy above the lowest of the compared OMol25 structures with the same formula, charge and spin comes out at 108.9 kcal/mol. As for the HOMO-LUMO gap (alpha / beta): 7.5 / 5.5 eV. For the total energy, the calculation gives -52673.86351 eV.

Atom charges from the Löwdin analysis, given in e for atoms 1 to 4:
1. Pd 1.041
2. C 0.001
3. C -0.162
4. C 0.038

No. 4
DFT (wB97M-V/def2-TZVPD) results for a gas-phase ion, C6H8ClN4O4 (charge +1) at a distorted geometry.

Geometry as ORCA input:
```
! RIJCOSX wB97M-V def2-TZVPD def2/J DEFGRID3
* xyz 1 1
C -0.08 1.12 1.13
C -1.28 0.28 1.40
C 0.91 0.71 0.38
C -1.62 -0.70 0.58
C 1.32 -0.69 -0.04
C 0.31 -1.17 -1.04
N 0.19 -2.50 -1.27
N -2.13 0.80 2.53
N -0.32 -0.30 -2.03
N 1.83 1.70 -0.24
O -1.71 1.74 3.15
O -3.11 0.20 2.84
O 0.18 0.84 -2.08
O -1.14 -0.67 -2.82
Cl -2.80 -1.78 0.44
H -0.33 2.15 1.54
H 2.34 -0.43 -0.47
H 1.26 -1.37 0.73
H 0.93 -3.08 -1.46
H -0.65 -2.60 -1.88
H 2.90 1.48 -0.26
H 1.75 2.69 0.12
H 1.25 1.58 -1.23
*
```

As for the HOMO-LUMO gap (alpha / beta): 7.6 / 7.2 eV. For the total energy, the calculation gives -33007.08067 eV.

Atom charges from the Löwdin analysis, given in e for atoms 1 to 4:
1. C 0.030
2. C -0.185
3. C -0.280
4. C -0.486

No. 5
DFT (wB97M-V/def2-TZVPD) results for C11H12N2S in the gas phase at a distorted geometry.

Geometry as ORCA input:
```
! RIJCOSX wB97M-V def2-TZVPD def2/J DEFGRID3
* xyz 0 1
C 3.59 -0.77 0.53
C 3.21 0.28 -0.54
C 1.84 0.91 -0.30
C 1.62 2.25 -0.18
C -0.36 0.85 -0.07
C -1.72 0.35 -0.02
C -2.01 -0.96 -0.32
C -3.33 -1.46 -0.36
C -4.40 -0.60 0.00
C -4.07 0.70 0.39
C -2.79 1.15 0.35
H 1.85 -1.75 0.53
H 2.98 -2.63 -0.27
H 4.66 -1.03 0.30
H 3.57 -0.31 1.56
H 3.10 -0.28 -1.48
H 4.02 1.05 -0.62
H 2.30 3.12 -0.10
H -1.13 -1.56 -0.51
H -3.52 -2.51 -0.69
H -5.42 -1.03 0.06
H -4.86 1.38 0.72
H -2.65 2.23 0.56
N 2.83 -2.02 0.58
N 0.70 0.13 -0.24
S -0.03 2.54 0.11
*
```

The energy above the lowest of the compared OMol25 structures with the same formula, charge and spin comes out at 5.4 kcal/mol. As for the HOMO-LUMO gap: 8.7 eV. For the total energy, the calculation gives -25417.06369 eV.

Atom charges from the Löwdin analysis, given in e for atoms 1 to 4:
1. C -0.307
2. C -0.149
3. C -0.377
4. C -0.368